Computed, not measured: a gas-phase ion, C5H13N (charge +1), with ωB97M-V with the def2-TZVPD basis set.

Its spin multiplicity is 2. For the HOMO energy (spin up / spin down), the calculation gives -15.3 / -15.3 eV. Its total charge is +1. The LUMO energy (spin up / spin down) comes out at -2.813 / -7.558 eV. Its expectation value of S² is 0.755.

Each atom is followed by the atoms it is bonded to, with distances in Å.
Geometry (Å):
1 C -1.48870 0.29315 0.66493  C2 1.530, C3 1.528, H7 1.096, H8 1.117
2 C -1.07513 0.59525 2.10628  C1 1.530, H9 1.095, H10 1.103, H11 1.107
3 C -0.48166 0.45783 -0.47275  C1 1.528, N4 1.506, H12 1.115, H13 1.114
4 N 0.78245 -0.36058 -0.43504  C3 1.506, C5 1.467, C6 1.414
5 C 0.52823 -1.62092 -1.14163  N4 1.467, H14 1.120, H15 1.093, H16 1.089
6 C 1.94023 0.41882 -0.66057  N4 1.414, H17 1.086, H18 1.119, H19 1.080
7 H -2.43597 0.81475 0.48928  C1 1.096
8 H -1.94170 -0.72093 0.54246  C1 1.117
9 H -0.03495 0.33820 2.33441  C2 1.095
10 H -1.05952 1.67530 2.32728  C2 1.103
11 H -1.86387 0.15983 2.74920  C2 1.107
12 H -0.20236 1.53238 -0.57071  C3 1.115
13 H -0.91421 0.29226 -1.48591  C3 1.114
14 H 1.46014 -2.22813 -1.26974  C5 1.120
15 H 0.08871 -1.31519 -2.09420  C5 1.093
16 H -0.20824 -2.24753 -0.64108  C5 1.089
17 H 2.80388 -0.22294 -0.51631  C6 1.086
18 H 2.14462 0.73711 -1.71331  C6 1.119
19 H 1.95805 1.40134 -0.21256  C6 1.080

---

Computed, not measured: a gas-phase ion, C5H13N2 (charge +1), with ωB97M-V with the def2-TZVPD basis set.

For the HOMO energy, the calculation gives -15.2 eV. Its total charge is +1. The LUMO energy comes out at -3.448 eV. Its structure (SMILES) is [H]/N=C/[C@@H]([NH3+])C(C)C.

Each atom is followed by the atoms it is bonded to, with distances in Å.
Geometry (Å):
1 H 3.60251 1.47476 -0.96177  N2 1.064
2 N 2.81408 1.02649 -0.40630  H1 1.064, C3 1.272
3 C 1.86593 0.62894 -1.15490  N2 1.272, C4 1.519, H9 1.091
4 C 0.81400 -0.17700 -0.41339  C3 1.519, N5 1.534, C6 1.672, H10 1.184
5 N 1.22451 -0.24859 1.06262  C4 1.534, H11 0.949, H12 1.064, H13 1.002
6 C -0.85306 -0.07928 -0.49367  C4 1.672, C7 1.632, C8 1.487, H14 1.050
7 C -1.59266 -1.44612 0.00315  C6 1.632, H15 1.041, H16 1.131, H17 1.036
8 C -1.34875 1.13655 0.20526  C6 1.487, H18 1.114, H19 1.076, H20 1.124
9 H 1.59561 1.04173 -2.12762  C3 1.091
10 H 1.05431 -1.26200 -0.82250  C4 1.184
11 H 0.70148 0.47092 1.39299  N5 0.949
12 H 2.23119 0.06944 0.92892  N5 1.064
13 H 1.13950 -1.13952 1.51214  N5 1.002
14 H -1.12952 -0.10909 -1.50568  C6 1.050
15 H -1.83440 -1.56419 1.00905  C7 1.041
16 H -0.76072 -2.17318 -0.23898  C7 1.131
17 H -2.41220 -1.51304 -0.62727  C7 1.036
18 H -1.17404 2.16010 -0.19799  C8 1.114
19 H -0.95304 1.19064 1.20415  C8 1.076
20 H -2.47096 1.14810 0.13590  C8 1.124

---

Computed, not measured: a gas-phase ion, C5H13N2 (charge +1), with ωB97M-V with the def2-TZVPD basis set.

For the HOMO energy, the calculation gives -12.4 eV. Its total charge is +1. The LUMO energy comes out at -3.431 eV. Its structure (SMILES) is C=C(N)C[C@@H](C)[NH3+].

Each atom is followed by the atoms it is bonded to, with distances in Å.
Geometry (Å):
1 C 1.07681 -0.74696 1.95900  C2 1.331, H8 1.082, H9 1.087
2 C -0.12439 -0.39820 1.50534  C1 1.331, N3 1.395, C4 1.525
3 N -1.31929 -0.80334 2.10121  C2 1.395, H10 1.009, H11 1.008
4 C -0.23743 0.68414 0.43711  C2 1.525, C5 1.531, H12 1.087, H13 1.092
5 C -0.35895 0.11183 -0.97766  C4 1.531, C6 1.541, N7 1.503, H14 1.088
6 C -0.49422 1.27093 -1.98366  C5 1.541, H15 1.092, H16 1.091, H17 1.090
7 N 0.93961 -0.57945 -1.28527  C5 1.503, H18 1.021, H19 1.027, H20 1.025
8 H 1.98705 -0.34560 1.53321  C1 1.082
9 H 1.28331 -1.30959 2.86577  C1 1.087
10 H -2.02448 -1.25835 1.54067  N3 1.009
11 H -1.15495 -1.25753 2.98569  N3 1.008
12 H -1.16527 1.20344 0.66431  C4 1.087
13 H 0.60895 1.37207 0.49453  C4 1.092
14 H -1.25432 -0.48649 -1.13440  C5 1.088
15 H 0.35482 1.95187 -1.89350  C6 1.092
16 H -0.54454 0.96196 -3.02862  C6 1.091
17 H -1.39654 1.83851 -1.75679  C6 1.090
18 H 1.06225 -0.82149 -2.26935  N7 1.021
19 H 1.06513 -1.44413 -0.74495  N7 1.027
20 H 1.69645 0.05638 -1.01267  N7 1.025

---

Computed, not measured: a gas-phase ion, C5H13N2 (charge +1), with ωB97M-V with the def2-TZVPD basis set.

For the HOMO energy, the calculation gives -13.5 eV. Its total charge is +1. The LUMO energy comes out at -3.144 eV. Its structure (SMILES) is NC[C@@H]1CCC[NH2+]1.

Each atom is followed by the atoms it is bonded to, with distances in Å.
Geometry (Å):
1 N 1.07527 0.80048 2.10566  C2 1.442, H8 0.957, H9 1.002
2 C 0.02277 1.38983 1.31550  N1 1.442, C3 1.637, H10 1.110, H11 1.087
3 C -0.00630 0.72186 -0.17842  C2 1.637, C4 1.548, N7 1.502, H12 1.016
4 C -1.35472 -0.03171 -0.27235  C3 1.548, C5 1.599, H13 1.047, H14 1.116
5 C -0.98009 -1.02136 -1.47084  C4 1.599, C6 1.486, H15 1.173, H16 1.156
6 C 0.48721 -1.24262 -1.39396  C5 1.486, N7 1.455, H17 1.091, H18 1.190
7 N 0.91184 -0.46484 -0.24007  C3 1.502, C6 1.455, H19 1.130, H20 0.987
8 H 1.97410 1.12351 2.16576  N1 0.957
9 H 0.72480 0.53304 3.00570  N1 1.002
10 H 0.03589 2.49717 1.23889  C2 1.110
11 H -0.95417 1.20497 1.75423  C2 1.087
12 H 0.28639 1.48741 -0.77887  C3 1.016
13 H -2.05290 0.66755 -0.61834  C4 1.047
14 H -1.47527 -0.61988 0.66862  C4 1.116
15 H -1.30877 -0.82860 -2.57991  C5 1.173
16 H -1.81376 -1.80130 -1.28816  C5 1.156
17 H 0.68906 -2.29023 -1.16715  C6 1.091
18 H 0.95385 -0.85537 -2.41817  C6 1.190
19 H 0.98028 -1.10544 0.68848  N7 1.130
20 H 1.80450 -0.16445 -0.53661  N7 0.987

---

Computed, not measured: a gas-phase ion, C5H13N2 (charge +1), with ωB97M-V with the def2-TZVPD basis set.

For the HOMO energy, the calculation gives -14.1 eV. Its total charge is +1. The LUMO energy comes out at -3.653 eV. Its structure (SMILES) is CCN1[C@H](C)[C@@H]1[NH3+].

Each atom is followed by the atoms it is bonded to, with distances in Å.
Geometry (Å):
1 C 2.65489 -0.00137 -0.46975  C2 1.514, H8 1.077, H9 1.094, H10 1.001
2 C 1.56713 0.75331 0.26378  C1 1.514, N3 1.494, H11 1.145, H12 1.089
3 N 0.21317 0.29573 -0.17098  C2 1.494, C4 1.600, C6 1.394
4 C -0.54585 -0.79081 0.72616  N3 1.600, C5 1.445, C6 1.500, H13 1.090
5 C -1.12424 -1.79111 -0.14076  C4 1.445, H14 1.041, H15 1.093, H16 1.189
6 C -0.92988 0.64780 0.54452  N3 1.394, C4 1.500, N7 1.585, H17 1.097
7 N -2.13220 1.12745 -0.37015  C6 1.585, H18 1.108, H19 1.070, H20 1.105
8 H 3.41386 -0.22104 0.26190  C1 1.077
9 H 2.37356 -0.91567 -1.00087  C1 1.094
10 H 3.04053 0.64751 -1.12726  C1 1.001
11 H 1.79273 0.70135 1.38536  C2 1.145
12 H 1.57703 1.78999 -0.06969  C2 1.089
13 H -0.15754 -1.01062 1.72066  C4 1.090
14 H -0.39816 -2.48154 -0.42332  C5 1.041
15 H -1.40374 -1.44096 -1.13812  C5 1.093
16 H -2.04727 -2.37208 0.33166  C5 1.189
17 H -0.82723 1.38601 1.34899  C6 1.097
18 H -2.79907 0.27044 -0.59056  N7 1.108
19 H -1.58909 1.46732 -1.22722  N7 1.070
20 H -2.67863 1.93830 0.14565  N7 1.105

---

Computed, not measured: 3 unconnected molecules or ions with the total composition C5H13N2, with ωB97M-V with the def2-TZVPD basis set.

For the HOMO energy (spin up / spin down), the calculation gives -13.1 / -12.4 eV. Its total charge is +1. The LUMO energy (spin up / spin down) comes out at -5.043 / -5.876 eV.

Each atom is followed by the atoms it is bonded to, with distances in Å.
Geometry (Å):
1 C 3.20705 -0.81460 0.35519  C3 1.266, H8 1.089
2 C 0.44868 -0.48932 0.21059  N6 1.282, H9 1.050
3 C 4.11815 -0.26830 -0.33343  C1 1.266, H10 1.130, H11 1.002
4 C -2.14195 -1.97708 0.10536  C5 1.490, H13 1.094, H14 1.084, H15 1.027
5 C -1.97516 -0.53861 -0.24635  C4 1.490, N6 1.573, H16 1.104, H17 1.088
6 N -0.62944 0.19611 0.10433  C2 1.282, C5 1.573, H20 0.998
7 N -0.82094 2.99790 0.05308  H12 0.999, H18 1.103, H19 0.951
8 H 2.33119 -1.21542 0.86268  C1 1.089
9 H 0.36993 -1.50677 -0.03638  C2 1.050
10 H 5.13188 -0.43836 0.13569  C3 1.130
11 H 3.94499 0.41790 -1.04341  C3 1.002
12 H -1.06764 3.35765 0.95179  N7 0.999
13 H -1.17507 -2.39654 -0.18926  C4 1.094
14 H -2.38620 -2.39327 1.07623  C4 1.084
15 H -2.96613 -2.23503 -0.45032  C4 1.027
16 H -1.95022 -0.47289 -1.34839  C5 1.104
17 H -2.74411 0.10830 0.17194  C5 1.088
18 H 0.27786 2.91839 -0.00192  N7 1.103
19 H -1.11982 3.59176 -0.62727  N7 0.951
20 H -0.85303 1.15819 0.24983  N6 0.998

---

How do the records compare in largest force on an atom? In the order shown, they have 0.069 0.103 0.044 0.131 0.077 0.101 Eh/bohr.
How do the records compare in energy above the lowest of the compared OMol25 structures with the same formula, charge and spin? In the order shown, they have 22.64 71.58 37.93 73.14 85.55 187.40 kcal per mole.